Formula: C4H8S2
Source: the OMol25 dataset
Level of theory: wB97M-V/def2-TZVPD

The gap between HOMO and LUMO is 8.473 eV. Its SMILES is CS/C=C/SC. Its HOMO energy is -7.5 eV. For the calculated total energy, the calculation gives -25947.18519 eV.

ORCA input file:
```
! RIJCOSX wB97M-V def2-TZVPD def2/J DEFGRID3
* xyz 0 1
C -0.95832 3.21598 -0.49522
C -0.16599 0.65664 -0.01249
C 0.12070 -0.63153 -0.09574
C 0.90974 -3.18729 0.58872
H 0.07297 3.51439 -0.30680
H -1.37451 3.87883 -1.24762
H -1.65974 3.22731 0.35583
H 0.10941 1.16056 0.89541
H 0.04352 -1.14014 -1.04951
H 0.01120 -3.83362 0.64284
H 1.73230 -3.70886 1.17266
H 1.28189 -3.20651 -0.45207
S -0.92180 1.58988 -1.29626
S 0.79863 -1.53563 1.30025
*
```

Atomic partial charges in e from the Löwdin method, atoms 1 to 8: atom 1 (C): -0.4164, atom 2 (C): -0.5711, atom 3 (C): -0.5282, atom 4 (C): -0.4573, atom 5 (H): 0.0362, atom 6 (H): 0.0215, atom 7 (H): 0.0466, atom 8 (H): 0.0615


Formula: C4H8S4
Source: the OMol25 dataset
Level of theory: wB97M-V/def2-TZVPD

The gap between HOMO and LUMO is 7.789 eV. Its SMILES is S[C@@H]1CS1.CC(=S)S. Its HOMO energy is -8.4 eV. For the calculated total energy, the calculation gives -47616.51288 eV.

ORCA input file:
```
! RIJCOSX wB97M-V def2-TZVPD def2/J DEFGRID3
* xyz 0 1
C -3.73210 0.50158 0.58663
C -2.49190 -0.10654 0.16495
C 2.51914 -0.29850 -0.36444
C 2.78704 1.22811 -0.21505
S -3.32616 0.78194 -1.12288
S 0.99793 -0.77746 -0.11725
S -2.38190 -1.88850 -0.05462
S 3.97768 -1.19960 -0.57764
H -4.68166 -0.02316 0.77332
H -3.55226 1.33838 1.24918
H -1.53637 0.17763 0.62028
H 3.95048 1.29029 -0.34789
H 2.68925 1.54396 0.79847
H 2.14374 1.73119 -0.93660
H -1.03695 -1.99499 -0.38901
H 3.67406 -2.30432 -0.06746
*
```

Atomic partial charges in e from the Löwdin method, atoms 1 to 8: atom 1 (C): -0.5188, atom 2 (C): -1.0505, atom 3 (C): -1.2237, atom 4 (C): -0.1964, atom 5 (S): 0.7774, atom 6 (S): 0.7251, atom 7 (S): 0.6614, atom 8 (S): 0.8286


Formula: C4H8S4
Source: the OMol25 dataset
Level of theory: wB97M-V/def2-TZVPD

The gap between HOMO and LUMO is 8.409 eV. Its SMILES is S[C@@H]1CS1.CC(=S)S. Its HOMO energy is -8.3 eV. For the calculated total energy, the calculation gives -47616.41233 eV.

ORCA input file:
```
! RIJCOSX wB97M-V def2-TZVPD def2/J DEFGRID3
* xyz 0 1
C -1.56983 2.67377 1.17304
C -0.88758 2.47551 -0.11602
C 1.16266 -2.01326 -0.35510
C 0.80281 -3.46893 -0.65511
S -2.15064 1.15458 0.27148
S 2.55559 -1.29893 -0.80720
S 0.94174 2.21020 -0.09162
S 0.03028 -1.27417 0.84771
H -1.15274 2.59199 2.21868
H -2.31992 3.42068 1.13267
H -1.26048 2.92409 -0.96355
H 1.59478 -3.85099 -1.30472
H -0.21696 -3.41163 -1.11817
H 0.54469 -3.85303 0.35064
H 1.38827 1.61461 -1.23210
H 0.53731 0.10549 0.64937
*
```

Atomic partial charges in e from the Löwdin method, atoms 1 to 8: atom 1 (C): -0.4551, atom 2 (C): -0.8810, atom 3 (C): -1.2243, atom 4 (C): -0.1956, atom 5 (S): 0.7070, atom 6 (S): 0.6059, atom 7 (S): 0.7006, atom 8 (S): 0.6282


Formula: C4H8Se
Source: the OMol25 dataset
Level of theory: wB97M-V/def2-TZVPD

The gap between HOMO and LUMO is 9.544 eV. Its SMILES is [SeH]CC1CC1. Its HOMO energy is -8.7 eV. For the calculated total energy, the calculation gives -69621.71215 eV.

ORCA input file:
```
! RIJCOSX wB97M-V def2-TZVPD def2/J DEFGRID3
* xyz 0 1
C -0.73790 -0.91670 -0.08778
C -1.27454 0.50454 -0.08888
C 0.07618 0.24471 -0.59601
C 1.30709 0.82528 0.07454
Se 2.90431 -0.46386 0.30639
H -0.42188 -1.21367 0.90823
H -1.09584 -1.68053 -0.71566
H -1.91930 1.03142 -0.92216
H -1.64625 0.86571 0.94568
H 0.18694 0.09351 -1.68862
H 1.20155 1.23784 1.16911
H 1.60918 1.70053 -0.60285
H 3.71205 0.11308 -0.69507
*
```

Atomic partial charges in e from the Löwdin method, atoms 1 to 8: atom 1 (C): -0.1247, atom 2 (C): -0.1652, atom 3 (C): -0.4469, atom 4 (C): -0.4681, atom 5 (Se): 0.6946, atom 6 (H): 0.1009, atom 7 (H): 0.0807, atom 8 (H): 0.1299


Formula: C4H9BNO2
Source: the OMol25 dataset
Level of theory: wB97M-V/def2-TZVPD

The gap between HOMO and LUMO is 10.530 eV. Its SMILES is OB(O)[C@@H]1CCC=[NH+]1. Its HOMO energy is -15.2 eV. For the calculated total energy, the calculation gives -10550.99690 eV.

ORCA input file:
```
! RIJCOSX wB97M-V def2-TZVPD def2/J DEFGRID3
* xyz 1 1
O -0.19831 -2.53365 -1.41728
B -0.88339 -1.39820 -1.07846
O -2.05978 -1.10951 -1.67794
C -0.23961 -0.37762 -0.01994
C -0.51120 1.13106 -0.00329
C 0.46274 1.57823 1.10738
C 1.62620 0.68975 0.77472
N 1.24650 -0.33870 0.11696
H 0.08015 -3.09438 -0.68244
H -2.68866 -0.58879 -1.16570
H -0.56028 -0.73301 0.97746
H -1.55682 1.38818 0.14245
H -0.13917 1.57863 -0.92884
H 0.09154 1.33810 2.11090
H 0.77369 2.61936 1.03846
H 2.67378 0.87342 0.98602
H 1.88262 -1.02287 -0.28047
*
```

Atomic partial charges in e from the Löwdin method, atoms 1 to 8: atom 1 (O): 0.1893, atom 2 (B): -0.5940, atom 3 (O): 0.2249, atom 4 (C): -0.1330, atom 5 (C): -0.1060, atom 6 (C): -0.0896, atom 7 (C): 0.0354, atom 8 (N): 0.1495


Formula: C4H9BO
Source: the OMol25 dataset
Level of theory: wB97M-V/def2-TZVPD

The gap between HOMO and LUMO is 9.316 eV. Its SMILES is C/C=C/B(C)O. Its HOMO energy is -8.8 eV. For the calculated total energy, the calculation gives -7017.44749 eV.

ORCA input file:
```
! RIJCOSX wB97M-V def2-TZVPD def2/J DEFGRID3
* xyz 0 1
B -1.40338 -0.10293 0.50049
C 0.29607 -0.08409 -0.25030
C 1.41359 -0.59199 0.24039
C -2.30481 0.69539 -0.41655
C 2.73037 -0.18595 -0.35780
O -1.52313 -0.74168 1.68569
H 0.33962 0.49586 -1.20251
H 1.52864 -1.28919 1.09766
H -3.16329 0.11155 -0.76408
H -1.90727 1.29093 -1.23490
H -2.81603 1.42322 0.28721
H 3.03072 -0.87086 -1.25204
H 3.48956 -0.10864 0.37073
H 2.60639 0.83531 -0.87162
H -2.31704 -0.87695 2.16762
*
```

Atomic partial charges in e from the Löwdin method, atoms 1 to 8: atom 1 (B): -0.4237, atom 2 (C): -0.0341, atom 3 (C): -0.2399, atom 4 (C): -0.0392, atom 5 (C): -0.1414, atom 6 (O): 0.1631, atom 7 (H): 0.0738, atom 8 (H): 0.1077


Formula: C4H9BO2
Source: the OMol25 dataset
Level of theory: wB97M-V/def2-TZVPD

The gap between HOMO and LUMO is 8.497 eV. Its HOMO energy is -8.5 eV. For the calculated total energy, the calculation gives -9064.25808 eV.

ORCA input file:
```
! RIJCOSX wB97M-V def2-TZVPD def2/J DEFGRID3
* xyz 0 1
B -1.14925 -0.41235 0.85811
C 1.91066 1.57064 -0.33017
C 1.26309 0.64952 0.43159
C -0.14008 -0.36929 -1.59866
C 0.09715 -0.17737 -0.06685
O -2.24496 -0.87151 0.18679
O -1.05445 -0.20022 2.18716
H 2.62438 2.08851 0.27404
H 1.85520 1.90248 -1.31980
H 1.49318 0.71304 1.47240
H 0.58067 -0.98549 -2.13142
H -1.16569 -0.70403 -1.73073
H 0.08118 0.66307 -1.91024
H 0.65360 -1.93183 0.38991
H -2.99448 -1.36951 0.57059
H -1.81020 -0.56566 2.71728
*
```

Atomic partial charges in e from the Löwdin method, atoms 1 to 8: atom 1 (B): -0.7838, atom 2 (C): 0.0252, atom 3 (C): -0.1569, atom 4 (C): -0.0756, atom 5 (C): -0.1606, atom 6 (O): 0.1338, atom 7 (O): 0.1560, atom 8 (H): 0.0407


Formula: C4H9BO2
Source: the OMol25 dataset
Level of theory: wB97M-V/def2-TZVPD

The gap between HOMO and LUMO is 9.976 eV. Its SMILES is C[C@H]1C[C@@H]1B(O)O. Its HOMO energy is -9.7 eV. For the calculated total energy, the calculation gives -9066.99141 eV.

ORCA input file:
```
! RIJCOSX wB97M-V def2-TZVPD def2/J DEFGRID3
* xyz 0 1
B -1.67194 0.84127 -0.68355
C -0.38530 -1.07646 0.62989
C -0.61782 0.36868 0.33667
C 0.63449 -0.32590 -0.19705
C 1.95843 -0.10522 0.47010
O -2.35935 2.00755 -0.56578
O -1.88445 0.03184 -1.76126
H -0.04545 -1.52937 1.53976
H -1.01037 -1.77871 0.03249
H -0.47363 0.98451 1.21366
H 0.61668 -0.47471 -1.25603
H 2.46793 -1.03733 0.14167
H 1.57355 -0.00171 1.48674
H 2.52793 0.72149 0.09405
H -2.89737 2.36365 -1.27815
H -2.62858 0.41261 -2.23969
*
```

Atomic partial charges in e from the Löwdin method, atoms 1 to 8: atom 1 (B): -0.6687, atom 2 (C): -0.0977, atom 3 (C): -0.1293, atom 4 (C): -0.3190, atom 5 (C): -0.0606, atom 6 (O): 0.1818, atom 7 (O): 0.1723, atom 8 (H): 0.1016